[1]
# C3H6N2O

An isolated molecule of C3H6N2O (wB97M-V/def2-TZVPD, the OMol25 dataset).

Geometry as XYZ:
```
12
Properties=species:S:1:pos:R:3
N 1.70416 0.03344 -0.06478
C 0.50129 0.55828 0.15235
O 0.38286 1.85389 -0.13123
C -0.65355 -0.10767 0.64071
C -1.37010 -0.46619 -0.67508
N -0.74190 -1.49051 0.23526
H 2.31972 0.47742 -0.73329
H 1.81908 -0.95282 0.12567
H -1.20651 0.34200 1.46553
H -0.66654 -0.34618 -1.52618
H -0.57471 1.99213 -0.25519
H -1.51379 -1.89380 0.76624
```

Summary:
**Relative energy (zero: lowest compared OMol25 entry of this formula, charge and spin)**: 452.1 kJ/mol
**Frontier orbital gap**: 7.64 eV
**Largest force on an atom**: 0.32 eV/A
**Calculated total energy**: -302.5209 Eh


[2]
# C3H6N2O

A cluster of 2 separate species, C3H6N2O in total in a non-equilibrium geometry (wB97M-V/def2-TZVPD, the OMol25 dataset).

Geometry as XYZ:
```
12
Properties=species:S:1:pos:R:3
C -2.88442 -0.07057 0.07190
C -0.08334 -0.36699 -0.00279
C 2.19944 0.02362 0.14471
N -2.04967 0.80903 0.17085
N 0.88552 0.50256 -0.22843
O -0.34520 -1.53320 0.10198
H -3.92763 0.18906 0.00754
H -2.43873 -0.99424 -0.23928
H 2.94688 0.72723 -0.29249
H 2.32768 0.04530 1.16443
H 2.56094 -0.85130 -0.45570
H 0.80853 1.51951 -0.44271
```

Summary:
**Relative energy (zero: lowest compared OMol25 entry of this formula, charge and spin)**: 431.4 kJ/mol
**Frontier orbital gap (spin up / spin down)**: 8.28 / 8.20 eV
**Largest force on an atom**: 4.84 eV/A
**Calculated total energy**: -302.5288 Eh